(1)
# C3H5NO2

A cluster of 2 separate species, C3H5NO2 in total (ωB97M-V with the def2-TZVPD basis set, the OMol25 dataset).

```
11
Properties=species:S:1:pos:R:3:forces:R:3
C -0.8529 0.9239 0.0046 0.1 -0.4 0.0
O -0.6210 0.3094 1.1355 0.0 0.1 -0.1
H -1.3209 -0.3471 -1.6500 0.1 0.0 0.0
H 1.5291 2.8084 -0.6655 -0.1 0.0 0.0
H 0.4978 -2.6216 1.7033 0.0 0.1 0.0
O 0.0147 -1.2466 -0.3339 0.0 0.0 0.1
C -0.4522 -0.0873 -1.0361 -0.1 0.2 -0.1
C -0.1070 -1.0062 0.9763 0.1 -0.2 0.2
H 0.8334 2.6744 -0.4268 0.2 0.1 -0.1
N 0.1391 -1.7100 1.9768 -0.1 0.2 -0.4
H 0.3401 0.3029 -1.6842 -0.1 0.0 0.1
```
Positions in Å, forces in eV/Å.

Its HOMO energy is -0.3586 hartree. The calculation puts the orbital gap at 0.3656 Ha. The lowest unoccupied orbital energy is 0.007 Eh. The energy relative to the best compared isomer or geometry (same formula, charge and spin) comes out at 100.6 kcal per mole.


(2)
# C3H5NO2

The molecule C3H5NO2 (ωB97M-V with the def2-TZVPD basis set, the OMol25 dataset).

```
11
Properties=species:S:1:pos:R:3:forces:R:3
C -0.5766 -1.2624 0.3925 -0.2 -0.1 0.1
N -0.3688 0.4650 -1.4628 0.2 0.3 0.2
O 0.9454 0.7830 0.3865 0.0 0.0 -0.1
H 1.0278 2.0193 -1.1702 0.0 -0.1 0.0
H -0.0330 -1.8617 -0.3578 -0.1 0.1 0.0
H -0.5547 0.8676 -2.3759 0.0 0.0 0.1
H 0.9958 -0.7147 1.7219 -0.2 0.0 0.0
C 0.2244 -0.1985 1.1391 -0.2 -0.1 0.2
O -1.7034 -1.5273 0.7342 0.5 0.0 -0.1
H -0.4618 0.3085 1.8237 0.1 0.0 -0.1
C 0.5049 1.1212 -0.8311 -0.1 -0.1 -0.2
```
Positions in Å, forces in eV/Å.

Its HOMO energy is -0.3588 hartree. The calculation puts the orbital gap at 0.3890 Ha. Its SMILES is [H]/N=C/OCC=O. The lowest unoccupied orbital energy is 0.030 Eh. The energy relative to the best compared isomer or geometry (same formula, charge and spin) comes out at 41.1 kcal per mole.


(3)
# C3H5NO2

A structure of composition C3H5NO2 (ωB97M-V with the def2-TZVPD basis set, the OMol25 dataset).

```
11
Properties=species:S:1:pos:R:3:forces:R:3
H 1.0146 -1.5809 0.7686 -0.1 0.2 0.0
H -0.6968 1.4830 0.5196 0.0 -0.1 -0.1
O 0.9802 1.1335 -0.8666 0.2 -0.3 0.2
H -1.6240 -0.1664 0.7838 0.0 0.0 0.0
C 1.5869 0.2495 -0.2193 0.1 0.1 0.0
C -0.6399 -0.6146 0.0601 0.2 0.2 -0.3
H -1.1112 -1.4314 -0.4943 0.1 0.2 0.2
C -1.0394 0.7204 -0.1645 -0.2 -0.1 0.1
N 0.6067 -0.6757 0.5692 0.0 -0.1 0.0
O 2.7484 -0.0760 -0.0812 -0.4 0.1 0.0
H -1.8256 0.9586 -0.8755 0.1 -0.1 0.1
```
Positions in Å, forces in eV/Å.

Its HOMO energy is -0.3472 hartree. The calculation puts the orbital gap at 0.3465 Ha. The lowest unoccupied orbital energy is -0.001 Eh. The energy relative to the best compared isomer or geometry (same formula, charge and spin) comes out at 76.9 kcal per mole.


(4)
# C3H5NO2

The molecule C3H5NO2 at a distorted geometry (ωB97M-V with the def2-TZVPD basis set, the OMol25 dataset).

```
11
Properties=species:S:1:pos:R:3:forces:R:3
O -0.8720 -0.3382 -0.4225 1.0 0.1 0.2
H 1.3047 -1.0908 -0.8703 0.8 0.5 0.6
C 0.0980 1.2909 1.0905 -0.1 -0.1 -0.1
H -0.5709 0.8793 1.8505 0.1 0.1 0.0
H 0.9518 1.7739 1.5759 -0.1 -0.3 -0.3
C -0.8110 -1.3416 -1.2872 0.5 -0.3 -0.2
C 0.4867 0.1844 0.1641 -0.8 -0.5 -0.6
H -1.7831 -1.6891 -1.6680 -0.2 0.4 0.3
N 1.5554 -0.3335 -0.1837 -0.6 0.3 0.2
H -0.4639 2.0332 0.5181 0.0 0.0 0.1
O 0.1989 -1.8958 -1.6810 -0.8 -0.1 -0.2
```
Positions in Å, forces in eV/Å.

Its HOMO energy is -0.3696 hartree. The calculation puts the orbital gap at 0.4015 Ha. Its SMILES is [H]/N=C(/C)OC=O. The lowest unoccupied orbital energy is 0.032 Eh. The energy relative to the best compared isomer or geometry (same formula, charge and spin) comes out at 28.0 kcal per mole.


(5)
# C3H5NO2

A cluster of 2 separate species, C3H5NO2 in total (ωB97M-V with the def2-TZVPD basis set, the OMol25 dataset).

```
11
Properties=species:S:1:pos:R:3:forces:R:3
N 1.4122 0.9012 0.1126 0.4 -0.4 0.0
H 1.8444 1.3773 -0.6825 -0.1 0.0 0.1
H -2.8436 -1.3579 0.5081 -0.1 0.2 0.0
H 1.7037 -0.7872 1.2199 0.0 0.1 -0.1
H 2.9346 -0.5092 -0.1425 -0.1 0.1 0.0
O -0.5881 0.2792 -2.0627 -0.4 -0.1 0.9
C 2.0467 -0.1600 0.3935 -0.1 0.2 0.0
C -1.5706 0.0503 0.2186 0.3 0.2 -0.1
O -2.8773 -0.4065 0.3394 -0.1 -0.3 0.0
H -1.0269 0.4232 1.0797 -0.1 -0.1 -0.2
C -1.0352 0.1895 -0.9842 0.2 0.0 -0.7
```
Positions in Å, forces in eV/Å.

Its HOMO energy is -0.3179 hartree. The calculation puts the orbital gap at 0.3379 Ha. Its SMILES is O=C=CO.C=N. The lowest unoccupied orbital energy is 0.020 Eh. The energy relative to the best compared isomer or geometry (same formula, charge and spin) comes out at 74.2 kcal per mole.


(6)
# C3H5NO2

A structure of composition C3H5NO2 at a distorted geometry (ωB97M-V with the def2-TZVPD basis set, the OMol25 dataset).

```
11
Properties=species:S:1:pos:R:3:forces:R:3
C -1.4991 -2.0038 -0.5158 0.1 2.4 0.1
C 0.1868 -0.0743 -0.1186 -1.3 -0.1 2.0
O 0.9727 0.0742 -1.0575 -0.7 -1.0 0.1
O 0.8987 1.9120 0.4424 3.0 6.6 0.6
H -0.5761 -1.4942 1.7425 -0.7 0.8 -4.9
H -0.4878 1.2615 1.7976 2.3 -1.8 -4.7
H 1.4465 1.6079 -0.2669 0.7 -0.8 -1.3
C -0.7122 -1.2307 0.3349 -0.1 -1.7 0.6
N 0.0927 0.9941 0.7450 -5.0 -3.6 4.2
H -1.6736 -1.6981 -1.8804 0.7 -1.2 4.9
H -2.1822 -2.6728 0.1109 0.8 0.5 -1.9
```
Positions in Å, forces in eV/Å.

Its HOMO energy is -0.3173 hartree. The calculation puts the orbital gap at 0.3337 Ha. The lowest unoccupied orbital energy is 0.016 Eh. The energy relative to the best compared isomer or geometry (same formula, charge and spin) comes out at 157.0 kcal per mole.


(7)
# C3H5NO2

A cluster of 3 separate species, C3H5NO2 in total at a distorted geometry (ωB97M-V with the def2-TZVPD basis set, the OMol25 dataset).

```
11
Properties=species:S:1:pos:R:3:forces:R:3
N -2.7264 -1.0844 -1.0400 0.6 0.5 0.6
O 1.5635 0.5422 0.0949 0.3 0.4 -1.2
H 0.8105 -0.5515 -1.4364 -0.2 -0.3 -0.1
C -1.8926 -0.4567 -0.5429 -0.9 -0.7 -0.5
H 1.0668 0.2254 1.4885 -2.9 -0.8 2.3
H 0.6834 -1.3817 0.1612 0.1 0.4 -0.1
C 0.6424 -0.4177 -0.3654 0.2 0.2 -0.1
H 0.2651 -0.0048 1.8534 2.2 0.5 0.0
O -0.6719 1.4990 -0.1207 -0.8 -0.6 0.3
H 0.9494 1.3447 0.1071 1.2 -0.2 0.0
C -0.6902 0.2855 -0.1996 0.1 0.6 -1.2
```
Positions in Å, forces in eV/Å.

Its HOMO energy is -0.3931 hartree. The calculation puts the orbital gap at 0.3537 Ha. The lowest unoccupied orbital energy is -0.039 Eh. The energy relative to the best compared isomer or geometry (same formula, charge and spin) comes out at 95.5 kcal per mole.


(8)
# C3H5NO2

A cluster of 2 separate species, C3H5NO2 in total (ωB97M-V with the def2-TZVPD basis set, the OMol25 dataset).

```
11
Properties=species:S:1:pos:R:3:forces:R:3
C -0.7237 -1.3298 0.1770 -0.4 0.2 -0.2
H -1.4044 2.2020 0.7313 0.1 0.0 0.0
H 2.3681 -1.0094 -0.8232 -0.1 0.0 0.0
H 1.2021 -0.7446 1.1175 0.0 -0.1 -0.2
N 1.3723 -1.2076 -0.9341 0.0 0.1 0.4
O -1.5462 -0.6121 -0.3408 0.4 -0.3 0.3
H -0.9540 1.9960 -1.0603 0.2 0.0 0.0
C -0.6029 2.0510 -0.0169 0.3 0.1 0.1
C 0.7552 -1.0471 0.1595 0.1 0.0 -0.3
H -1.0273 -2.2631 0.6958 0.0 0.1 0.0
O 0.5608 1.9647 0.2943 -0.6 0.0 -0.1
```
Positions in Å, forces in eV/Å.

Its HOMO energy is -0.3680 hartree. The calculation puts the orbital gap at 0.3871 Ha. Its SMILES is [H]/N=C/C=O.C=O. The lowest unoccupied orbital energy is 0.019 Eh. The energy relative to the best compared isomer or geometry (same formula, charge and spin) comes out at 64.9 kcal per mole.


(9)
# C3H5NO2

The molecule C3H5NO2 at a distorted geometry (ωB97M-V with the def2-TZVPD basis set, the OMol25 dataset).

```
11
Properties=species:S:1:pos:R:3:forces:R:3
H -0.8103 -0.3093 -2.1407 0.2 0.0 -0.1
N 0.6226 0.4838 0.5688 -0.4 0.2 0.4
C -0.2920 -0.2854 -0.1308 -0.7 -0.3 0.0
C -0.0357 -0.7686 -1.5214 0.2 0.0 -0.1
O -1.3693 -0.5704 0.3747 0.2 -0.3 -0.6
H -0.9621 0.4528 1.7416 0.6 1.1 1.3
H 0.9513 -0.5653 -1.9324 0.0 0.0 0.1
O 0.5700 1.7094 2.5925 -0.4 -0.7 -0.8
C 0.0417 0.9678 1.8022 0.7 0.0 -0.5
H -0.2359 -1.8415 -1.5042 0.1 0.1 -0.1
H 1.5198 0.7266 0.1497 -0.4 0.1 0.5
```
Positions in Å, forces in eV/Å.

Its HOMO energy is -0.3562 hartree. The calculation puts the orbital gap at 0.3816 Ha. Its SMILES is CC(=O)NC=O. The lowest unoccupied orbital energy is 0.025 Eh. The energy relative to the best compared isomer or geometry (same formula, charge and spin) comes out at 14.0 kcal per mole.


(10)
# C3H5NO2

The molecule C3H5NO2 (ωB97M-V with the def2-TZVPD basis set, the OMol25 dataset).

```
11
Properties=species:S:1:pos:R:3:forces:R:3
H -0.8860 -1.2908 0.6909 0.1 0.1 0.3
C 1.1485 -0.8138 0.7194 0.2 -0.1 -0.8
O -1.9560 0.8386 0.0241 -0.1 0.2 0.0
H 0.0256 1.3634 -0.3603 -0.1 -0.2 0.2
O 1.3907 -1.0634 -1.3056 -0.1 -0.1 -1.0
H -2.2409 1.7354 -0.1920 0.0 -0.2 0.0
C -0.6017 0.8970 0.4188 0.3 0.1 0.3
H 1.9650 -1.2333 -2.0589 0.8 -0.1 0.3
H -0.4736 1.4643 1.3497 -0.1 0.1 -0.1
C -0.1296 -0.5094 0.6536 -0.2 0.1 0.5
N 2.1122 -1.0843 -0.0364 -0.8 0.2 0.3
```
Positions in Å, forces in eV/Å.

Its HOMO energy is -0.3545 hartree. The calculation puts the orbital gap at 0.3718 Ha. Its SMILES is OCC=C=NO. The lowest unoccupied orbital energy is 0.017 Eh. The energy relative to the best compared isomer or geometry (same formula, charge and spin) comes out at 116.2 kcal per mole.


Q: Number 2 is which compound?
A: C3H5NO2